Here is a single C7H16N2 molecule from the Open Molecules 2025 dataset. Energies are from the ωB97M-V functional and the def2-TZVPD basis.

The geometry in ORCA input format:
```
! RIJCOSX wB97M-V def2-TZVPD def2/J DEFGRID3
* xyz 0 1
C -0.414 1.085 -0.683
C 0.619 -0.365 -0.790
C 0.414 2.261 -1.183
C -1.581 0.795 -1.618
C -0.859 1.259 0.728
C 0.539 -3.020 1.435
N 0.086 -1.656 1.677
C 1.489 -0.351 0.371
N 1.155 -0.691 1.573
H -0.203 -1.591 2.650
H -0.095 -1.183 -0.753
H 1.166 -0.327 -1.731
H 2.371 0.280 0.333
H 0.757 2.092 -2.202
H -0.188 3.172 -1.181
H 1.281 2.431 -0.547
H -1.229 0.507 -2.608
H -2.196 -0.011 -1.222
H -2.209 1.681 -1.723
H 0.030 1.058 1.444
H -1.527 0.474 1.062
H -1.321 2.228 0.909
H 0.804 -3.134 0.381
H -0.296 -3.693 1.632
H 1.409 -3.302 2.046
*
```

The energy relative to the best compared isomer or geometry (same formula, charge and spin) comes out at 245.54 kJ/mol. Its structure (SMILES) is CN/N=C\CC(C)(C)C. The value obtained for the total energy is -385.7471 hartree. The calculation puts the orbital gap at 9.14 eV. For the LUMO energy, the calculation gives 0.929 eV. The HOMO energy comes out at -8.21 eV.

***

Here is a single C7H11ClSi molecule from the Open Molecules 2025 dataset. Energies are from the ωB97M-V functional and the def2-TZVPD basis.

The geometry in ORCA input format:
```
! RIJCOSX wB97M-V def2-TZVPD def2/J DEFGRID3
* xyz 0 1
C -2.216 -1.733 -0.033
C -1.013 -2.380 -0.172
C -2.375 -0.300 -0.109
C 0.548 -0.163 -0.295
C 0.304 -1.672 -0.197
C -0.946 2.398 0.152
C 1.811 0.309 0.217
Si -1.020 0.724 -0.770
Cl -3.971 0.182 0.289
H -2.995 -2.478 0.142
H -0.925 -3.414 -0.321
H 1.030 -2.202 0.474
H 0.874 -1.973 -1.105
H -1.800 2.865 0.072
H -0.600 2.179 1.200
H -0.249 3.020 -0.395
H 2.582 0.695 -0.598
H 1.531 1.016 0.941
H 2.513 -0.405 0.586
H -1.166 0.930 -2.314
*
```

The energy relative to the best compared isomer or geometry (same formula, charge and spin) comes out at 272.44 kJ/mol. The value obtained for the total energy is -1022.8660 hartree. The calculation puts the orbital gap (alpha / beta) at 7.74 / 7.03 eV. For the LUMO energy (alpha / beta), the calculation gives 0.255 / -0.531 eV. The HOMO energy (alpha / beta) comes out at -7.49 / -7.56 eV.

***

Here is a single C17H17ClF3N3O3S molecule from the Open Molecules 2025 dataset. Energies are from the ωB97M-V functional and the def2-TZVPD basis.

The geometry in ORCA input format:
```
! RIJCOSX wB97M-V def2-TZVPD def2/J DEFGRID3
* xyz 0 1
C 4.128 0.909 2.261
C 4.465 1.424 1.096
C 3.626 1.525 -0.143
N 2.352 0.820 -0.073
N 1.382 1.343 -0.921
C 0.082 1.350 -0.533
N -0.820 1.473 -1.516
C -2.108 1.456 -1.263
C -2.621 1.305 0.017
C -1.715 1.242 1.076
C -0.365 1.286 0.813
Cl 0.707 1.309 2.154
H -2.063 1.177 2.095
C -4.097 1.265 0.246
F -4.725 0.483 -0.657
F -4.674 2.476 0.141
F -4.432 0.790 1.452
H -2.754 1.558 -2.123
C 1.713 1.527 -2.328
H 2.314 2.429 -2.450
H 0.783 1.634 -2.878
H 2.267 0.664 -2.693
S 2.543 -0.892 -0.344
O 2.876 -1.107 -1.727
O 3.442 -1.397 0.642
C 0.889 -1.468 -0.020
C -0.025 -1.586 -1.048
C -1.322 -1.984 -0.777
C -1.702 -2.260 0.537
C -0.756 -2.150 1.566
C 0.534 -1.760 1.287
H 1.283 -1.689 2.059
H -1.068 -2.383 2.571
O -2.934 -2.647 0.919
C -3.928 -2.860 -0.062
H -3.627 -3.640 -0.768
H -4.809 -3.188 0.486
H -4.164 -1.943 -0.607
H -2.026 -2.071 -1.588
H 0.287 -1.373 -2.058
H 4.217 1.154 -0.993
H 3.405 2.584 -0.318
H 5.448 1.857 0.955
H 4.822 0.899 3.083
H 3.170 0.459 2.433
*
```

The energy relative to the best compared isomer or geometry (same formula, charge and spin) comes out at 3.02 kJ/mol. Its structure (SMILES) is C=CCN(N(C)c1ncc(C(F)(F)F)cc1Cl)S(=O)(=O)c1ccc(OC)cc1. The value obtained for the total energy is -2205.9100 hartree. The calculation puts the orbital gap at 9.00 eV. For the LUMO energy, the calculation gives 0.407 eV. The HOMO energy comes out at -8.59 eV.

***

Here is a molecular structure, CHNO3S from the Open Molecules 2025 dataset. Energies are from the ωB97M-V functional and the def2-TZVPD basis.

The geometry in ORCA input format:
```
! RIJCOSX wB97M-V def2-TZVPD def2/J DEFGRID3
* xyz 0 1
C 1.188 -0.275 0.097
N 0.329 1.489 -0.167
O -0.824 1.191 0.346
O -1.592 -1.046 -0.887
O 0.462 -1.039 0.616
S -1.772 -0.133 0.217
H 2.210 -0.188 -0.221
*
```

The energy relative to the best compared isomer or geometry (same formula, charge and spin) comes out at 567.40 kJ/mol. The value obtained for the total energy is -717.1510 hartree. The calculation puts the orbital gap (alpha / beta) at 7.28 / 8.95 eV. For the LUMO energy (alpha / beta), the calculation gives -0.902 / -0.604 eV. The HOMO energy (alpha / beta) comes out at -8.18 / -9.55 eV.

***

Here is a single C5H10N2O2 molecule from the Open Molecules 2025 dataset. Energies are from the ωB97M-V functional and the def2-TZVPD basis.

The geometry in ORCA input format:
```
! RIJCOSX wB97M-V def2-TZVPD def2/J DEFGRID3
* xyz 0 1
C -2.010 0.708 -0.307
C 0.129 1.541 0.323
C 0.884 1.147 1.572
C -0.273 -0.066 -1.768
C -0.494 0.297 -0.326
N -1.137 -1.447 1.505
N -0.347 -0.965 0.452
O -2.874 -0.174 -0.401
O 0.044 2.670 -0.116
H -2.193 1.813 -0.121
H 1.406 0.214 1.438
H 0.228 1.036 2.397
H 1.639 1.886 1.875
H 0.460 -0.831 -1.789
H 0.072 0.815 -2.211
H -1.187 -0.444 -2.224
H -1.099 -0.771 2.281
H -2.119 -1.559 1.223
H -0.014 -1.680 -0.124
*
```

The energy relative to the best compared isomer or geometry (same formula, charge and spin) comes out at 334.80 kJ/mol. Its structure (SMILES) is CC(=O)[C@](C)(C=O)NN. The value obtained for the total energy is -456.4267 hartree. The calculation puts the orbital gap at 9.19 eV. For the LUMO energy, the calculation gives 0.308 eV. The HOMO energy comes out at -8.88 eV.

***

Here is 2 unconnected molecules or ions with the total composition C4H7N2O from the Open Molecules 2025 dataset. Energies are from the ωB97M-V functional and the def2-TZVPD basis.

The geometry in ORCA input format:
```
! RIJCOSX wB97M-V def2-TZVPD def2/J DEFGRID3
* xyz 1 1
C -0.420 -2.167 -1.167
C -1.409 0.993 2.076
C 0.589 -0.011 0.968
C 1.585 0.402 -0.085
N -0.313 0.784 1.489
N -0.665 -2.332 -2.300
O -2.521 0.347 1.805
H -1.394 1.948 2.640
H 0.889 -0.910 1.516
H 2.501 -0.068 0.002
H 1.755 1.491 -0.118
H 1.231 0.299 -1.048
H -0.372 -2.793 -3.208
H -2.451 -0.639 1.438
*
```

The energy relative to the best compared isomer or geometry (same formula, charge and spin) comes out at 354.90 kJ/mol. The value obtained for the total energy is -341.0011 hartree. The calculation puts the orbital gap at 10.52 eV. For the LUMO energy, the calculation gives -5.130 eV. The HOMO energy comes out at -15.65 eV.

***

Here is a gas-phase ion, C3H5O2S4 (charge -1) from the Open Molecules 2025 dataset. Energies are from the ωB97M-V functional and the def2-TZVPD basis.

The geometry in ORCA input format:
```
! RIJCOSX wB97M-V def2-TZVPD def2/J DEFGRID3
* xyz -1 1
C 1.521 1.275 0.059
C -1.049 0.276 -0.654
C 0.177 0.131 0.219
O 2.099 1.128 -0.969
O 1.548 2.112 0.918
S -2.596 -0.829 -0.175
S -1.890 1.886 -0.747
S 1.058 -1.458 -0.108
S -0.149 0.181 2.038
H -0.722 -0.130 -1.614
H -1.960 -2.008 0.329
H -0.853 2.593 -1.442
H 2.298 -0.890 -0.527
H 0.302 1.406 2.014
*
```

The energy relative to the best compared isomer or geometry (same formula, charge and spin) comes out at 50.23 kJ/mol. Its structure (SMILES) is O=C([O-])C(S)(S)C(S)S. The value obtained for the total energy is -1860.5762 hartree. The calculation puts the orbital gap at 7.68 eV. For the LUMO energy, the calculation gives 2.940 eV. The HOMO energy comes out at -4.74 eV.

***

Which value of energy relative to the best compared isomer or geometry (same formula, charge and spin) does entry 3 give? 3.02 kJ/mol